No. 1
{"formula": "C4H8NO3", "method": "ωB97M-V with the def2-TZVPD basis set", "symbols": ["O", "O", "O", "N", "C", "C", "C", "C", "H", "H", "H", "H", "H", "H", "H", "H"], "positions_angstrom": [[1.64253, 1.53944, -0.72067], [0.20691, -1.01043, -0.39254], [-1.68988, 0.32183, 0.24765], [0.74530, 1.83244, 0.18635], [-2.01736, 1.26177, -0.82452], [0.67712, 0.89284, 1.17098], [1.22091, -1.88521, 0.03863], [-0.40354, -0.06729, 0.54944], [1.12581, -2.07843, 1.04683], [-2.08108, 0.64007, -1.73038], [1.21799, -2.69741, -0.72773], [2.17935, -1.41634, -0.03803], [0.44170, 1.46756, 2.15631], [1.60244, 0.36140, 1.24404], [-3.03235, 1.55094, -0.73047], [-1.23896, 2.03525, -0.77322]], "charge": -1, "relative_energy_ev": 8.4156, "mol_weight_g_mol": 118.112, "gap_ha": [0.2031, 0.2251], "lumo_ev": [4.05, 4.09]}

No. 2
{"formula": "C5H7F", "method": "ωB97M-V with the def2-TZVPD basis set", "symbols": ["F", "C", "C", "C", "C", "C", "H", "H", "H", "H", "H", "H", "H"], "positions_angstrom": [[1.01831, 1.59125, -0.53765], [0.75743, -1.08992, -0.73344], [-1.40190, 0.04580, 0.03578], [0.13354, -0.30241, 0.36197], [-2.58094, 0.34136, -0.00025], [0.94713, 0.95868, 0.69468], [0.53062, -0.54752, -1.71012], [1.88965, 0.72427, 1.15655], [1.79184, -1.27184, -0.62620], [0.28963, 1.75115, 1.18921], [0.11992, -2.00164, -0.69289], [-0.00129, -0.87543, 1.18814], [-3.49393, 0.67624, -0.32579]], "relative_energy_ev": 2.2817, "mol_weight_g_mol": 86.109, "gap_ha": 0.4121, "lumo_ev": 1.01}

No. 3
{"formula": "C10H19Br3Cl9O4P", "method": "ωB97M-V with the def2-TZVPD basis set", "symbols": ["Br", "Br", "Br", "Cl", "Cl", "Cl", "Cl", "Cl", "Cl", "Cl", "Cl", "Cl", "P", "O", "O", "O", "O", "C", "C", "C", "C", "C", "C", "C", "C", "C", "C", "H", "H", "H", "H", "H", "H", "H", "H", "H", "H", "H", "H", "H", "H", "H", "H", "H", "H", "H"], "positions_angstrom": [[3.35137, -0.24914, -1.54624], [3.58463, 2.38366, -3.51426], [4.11693, -0.66595, -4.66111], [-4.46551, 0.54720, -6.07698], [-2.79232, 0.13522, -1.67189], [0.07552, 1.10400, -1.43387], [-2.85041, -1.44732, -7.53994], [-0.73395, -1.03168, -3.44129], [-4.70255, -2.26327, -5.47133], [1.03011, -3.26450, -1.44621], [1.24618, -4.14312, -4.14639], [3.68829, -3.84627, -2.45005], [-0.45292, 0.25381, 2.05926], [-0.95576, 1.68456, 2.62738], [0.16598, -0.42339, 3.40681], [1.00633, 0.60757, 1.30108], [-1.43759, -0.47500, 1.22219], [-0.65508, -1.38302, 4.10393], [1.97180, 1.31527, 2.07474], [1.92687, -4.28143, -2.49887], [-2.53174, 3.49318, 2.45799], [2.45927, 2.47597, 1.22755], [3.04738, 0.47038, -3.35521], [-1.46841, 2.66882, 1.76753], [-3.63179, -0.97640, -6.00371], [-1.05055, -0.25964, -1.86155], [0.17503, -2.42604, 4.84847], [1.54578, 1.71405, 2.99538], [2.62766, 2.24679, 0.17531], [3.43191, 2.82769, 1.57159], [2.80544, 0.67422, 2.36145], [1.88470, -5.27884, -2.06126], [-1.38696, -1.92690, 3.50672], [-1.26788, -0.81680, 4.80533], [1.75286, 3.30454, 1.17701], [-0.40508, -3.06580, 5.51351], [0.75658, -3.02091, 4.14417], [-3.37907, 2.97641, 2.90863], [-2.88073, -0.96230, -5.21389], [-2.97587, 4.24783, 1.80886], [1.97889, 0.43550, -3.56783], [0.85752, -1.93771, 5.54406], [-0.80618, -1.02974, -1.12989], [-2.11482, 4.05304, 3.29514], [-1.88949, 2.29439, 0.83447], [-0.65231, 3.26087, 1.35333]], "charge": 1, "mol_weight_g_mol": 793.021, "multiplicity": 2, "gap_ha": [0.2809, 0.1108], "lumo_ev": [-5.04, -9.67]}

No. 4
{"formula": "C6H12N2", "method": "ωB97M-V with the def2-TZVPD basis set", "symbols": ["N", "N", "C", "C", "C", "C", "C", "C", "H", "H", "H", "H", "H", "H", "H", "H", "H", "H", "H", "H"], "positions_angstrom": [[-0.95863, -0.28033, 2.88072], [-1.39445, 0.77072, 2.56031], [0.35486, 0.49187, -0.80164], [-0.58458, 1.68530, -0.95511], [-0.14176, -0.65254, -1.71371], [1.34067, -1.21361, 0.91388], [0.57010, 0.08579, 0.62597], [-1.05511, -0.07878, 1.43939], [-0.33531, 2.55529, -0.18538], [0.91018, -2.16769, 0.39092], [2.32295, -1.28595, 0.60387], [-1.60153, 1.37989, -0.63188], [0.62602, -1.27623, -1.56341], [-0.69620, 1.95512, -1.95567], [1.28833, 0.72038, -1.22119], [1.35546, -1.44693, 1.97370], [-1.12120, -1.20388, -1.31421], [1.15775, 0.91510, 0.88860], [-1.82258, -0.50498, 0.76438], [-0.21495, -0.44855, -2.69955]], "relative_energy_ev": 4.2895, "mol_weight_g_mol": 112.176, "gap_ha": 0.4036, "lumo_ev": 1.06}

No. 5
{"formula": "C31H30IrN4O4S3Si", "method": "ωB97M-V with the def2-TZVPD basis set", "symbols": ["Ir", "S", "S", "S", "Si", "O", "O", "O", "O", "N", "N", "N", "N", "C", "C", "C", "C", "C", "C", "C", "C", "C", "C", "C", "C", "C", "C", "C", "C", "C", "C", "C", "C", "C", "C", "C", "C", "C", "C", "C", "C", "C", "C", "C", "H", "H", "H", "H", "H", "H", "H", "H", "H", "H", "H", "H", "H", "H", "H", "H", "H", "H", "H", "H", "H", "H", "H", "H", "H", "H", "H", "H", "H", "H"], "positions_angstrom": [[0.73607, 0.23197, -2.09735], [0.60987, -2.20708, -2.09035], [2.97917, 0.48309, -2.76156], [0.34640, -5.64075, -4.35400], [0.64658, 0.69407, 1.44130], [-0.54796, -5.65916, -5.47713], [-1.10818, 0.58665, -2.98552], [1.51202, -6.47883, -4.38313], [0.68839, 0.48180, -0.16675], [0.77863, -4.08723, -3.99870], [2.17242, 3.04135, -2.19883], [4.41362, 2.66144, -2.27926], [0.91881, 2.46403, -2.37332], [-0.49803, -4.75610, -2.12101], [-0.07431, 3.22178, -2.08041], [-0.55578, -5.91639, -2.86253], [-1.86867, -6.96342, -1.19969], [-3.84483, 1.27390, 2.66122], [-1.53005, 1.19762, 3.30296], [-3.48155, 1.01900, 1.34904], [3.67098, 3.52284, 1.48068], [-1.22715, -7.04162, -2.43020], [0.32240, -3.71990, -2.84433], [3.12592, 2.18805, -2.37675], [0.49772, -2.00705, 2.07091], [-2.86453, 1.36276, 3.64092], [-1.83123, -5.79150, -0.44789], [-3.76840, 3.57602, -1.93105], [3.19739, 4.53412, 2.30503], [2.89333, 2.40113, 1.24233], [1.17169, 3.28562, 2.64145], [-1.13633, 0.94120, 1.98543], [-2.41579, 3.81900, -1.86502], [1.40618, -0.79725, 2.31500], [-1.90411, 1.56530, -2.62818], [-1.14521, -4.67183, -0.90156], [1.94245, 4.41654, 2.88054], [1.57183, -0.57163, 3.81754], [2.78228, -1.09581, 1.70295], [1.63214, 2.24894, 1.83054], [-2.14262, 0.85475, 1.02043], [-3.29414, 1.32850, -2.67773], [-1.46682, 2.84313, -2.20638], [-4.19770, 2.30957, -2.34362], [3.16468, -2.04045, 2.10249], [-5.25775, 2.09016, -2.39267], [-4.48281, 4.34274, -1.66642], [-1.11127, -3.75399, -0.33271], [-3.14134, 1.56217, 4.66878], [2.73682, -1.19211, 0.61724], [-2.05454, 4.78804, -1.53922], [-1.87400, 0.64929, -0.00853], [-0.50283, -1.85363, 2.48280], [-4.88776, 1.40504, 2.92162], [-2.40641, -7.82336, -0.82164], [3.26465, 1.63721, 0.56951], [4.50576, 3.52900, -1.77466], [-3.61402, 0.34351, -2.98837], [5.12355, 1.96992, -2.10957], [2.09460, -1.42401, 4.26407], [0.40125, -2.21160, 1.00585], [-2.34494, -5.75264, 0.50370], [3.50969, -0.31971, 1.94969], [0.15286, 4.22020, -1.70546], [-4.23305, 0.95117, 0.57248], [2.15599, 0.32560, 4.03595], [-0.78610, 1.27963, 4.08605], [0.92431, -2.89906, 2.54204], [1.55881, 5.20878, 3.51113], [3.80088, 5.41451, 2.48798], [0.18775, 3.22115, 3.08935], [-1.25688, -7.94322, -3.02561], [4.64789, 3.61135, 1.02116], [0.61125, -0.48429, 4.32689]], "charge": -1, "relative_energy_ev": 0.0000, "mol_weight_g_mol": 839.109, "multiplicity": 5, "gap_ha": [0.2515, 0.2457], "lumo_ev": [2.43, 1.21]}

No. 6
{"formula": "C8H12OS", "method": "ωB97M-V with the def2-TZVPD basis set", "symbols": ["S", "O", "C", "C", "C", "C", "C", "C", "C", "C", "H", "H", "H", "H", "H", "H", "H", "H", "H", "H", "H", "H"], "positions_angstrom": [[-0.18363, -1.41734, -1.03081], [-2.07789, -3.90886, 0.50167], [0.84880, -1.21018, 1.82014], [0.30385, -0.04462, -0.20511], [0.11740, 1.20348, -0.96740], [0.72774, -0.02847, 1.17710], [1.27504, 1.28166, 1.64567], [-0.42079, -1.13518, -2.68277], [0.83003, 2.39459, 1.08002], [-0.13450, 2.38370, -0.08950], [-1.97394, -3.04067, 0.83079], [1.25837, 3.41442, 1.44635], [-2.23655, -3.86421, -0.43497], [0.43885, -2.10078, 1.53181], [-0.12312, 3.26091, -0.56409], [-0.48154, -2.13986, -3.08660], [1.48569, -1.30250, 2.75192], [-1.12008, 2.37472, 0.19746], [2.02396, 1.42872, 2.48774], [-0.68096, 1.17060, -1.70602], [-0.87327, -0.19965, -2.94221], [0.99655, 1.47951, -1.76119]], "relative_energy_ev": 3.9470, "mol_weight_g_mol": 156.250, "gap_ha": [0.2657, 0.2577], "lumo_ev": [-0.35, -0.31]}